{"formula": "C7H7KO8", "method": "the ωB97M-V functional and the def2-TZVPD basis", "symbols": ["O", "O", "O", "C", "C", "C", "H", "H", "O", "C", "O", "O", "O", "C", "O", "C", "C", "H", "H", "H", "H", "H", "K"], "xyz": [[1.02245, -1.05539, 3.99959], [0.46435, -2.53836, 2.53680], [2.39478, -1.25246, 2.19984], [-0.29000, -1.40885, 4.24635], [-0.65498, -2.27472, 3.30259], [1.40865, -1.67505, 2.89025], [-0.75929, -1.02293, 5.14276], [-1.61386, -2.62621, 2.94127], [-3.90366, 2.33306, -3.46842], [-3.13312, 1.37237, -3.30353], [-3.29565, 0.17235, -3.57958], [-1.94704, 1.72414, -2.65963], [1.01285, 0.27186, -1.24099], [2.13251, 0.48012, -0.62099], [2.44112, 1.74736, -0.59657], [0.11915, 1.34247, -1.62599], [-1.07264, 0.68602, -2.29232], [3.29705, 1.87158, -0.16800], [0.64152, 2.01535, -2.31615], [-0.17928, 1.90068, -0.73022], [-1.55778, -0.01647, -1.59687], [-0.74463, 0.11677, -3.17494], [4.21750, -2.16367, 0.11473]], "atomic_forces_ev_per_a": [[0.23, 0.17, 0.82], [0.23, -0.14, -1.24], [-2.88, -2.78, 2.41], [-0.30, -0.44, -0.03], [-0.30, 0.42, 0.55], [2.86, 2.79, -2.57], [0.06, 0.10, -0.45], [0.38, -0.33, 0.34], [0.74, -0.18, 0.09], [-2.34, 0.04, -0.57], [0.66, -0.28, 0.12], [1.55, 0.37, 0.82], [0.52, -0.38, 0.81], [0.35, -1.55, -0.65], [0.03, 1.35, 0.14], [-0.42, 0.74, -0.41], [-0.43, -0.09, -0.36], [-0.24, -0.14, 0.00], [-0.17, -0.11, 0.17], [0.11, -0.11, -0.21], [0.11, 0.06, -0.16], [-0.06, 0.00, 0.21], [-0.71, 0.51, 0.16]], "total_charge": 0, "orbital_gap_ev": 4.06, "e_homo_ev": -5.9}